[1]
Formula: C27H46N11O7Rb
Source: OMol25
Level of theory: ωB97M-V/def2-TZVPD

Geometry as ORCA input:
```
! RIJCOSX wB97M-V def2-TZVPD def2/J DEFGRID3
* xyz 0 1
Rb -0.56951 -0.58022 -0.51670
O 1.76617 0.19365 0.77368
C 1.56611 1.01257 1.93487
C 0.07884 1.48953 1.71577
O -0.13599 2.61272 1.21611
O -0.78675 0.62555 1.99009
C 1.59118 0.21138 3.22318
C 1.80844 -1.15784 3.24712
C 1.79582 -1.85236 4.45285
C 1.55394 -1.18664 5.64163
C 1.31757 0.18358 5.62149
C 1.33573 0.87296 4.42280
C 2.62939 2.10767 1.87680
C 2.65851 2.96853 0.77676
C 3.67211 3.89875 0.62900
C 4.68790 3.98721 1.57393
C 4.67863 3.12966 2.65910
C 3.65897 2.19445 2.80635
H 2.36487 -0.54568 0.93866
H 1.96137 -1.72517 2.33652
H 1.96861 -2.92134 4.45085
H 1.54059 -1.72822 6.57861
H 1.11544 0.71400 6.54329
H 1.14451 1.94036 4.41056
H 1.86597 2.91556 0.04460
H 3.66854 4.56344 -0.22625
H 5.47958 4.71661 1.45892
H 5.46813 3.17767 3.39837
H 3.68071 1.52608 3.65594
C -2.65813 -2.51889 1.01080
N -1.46640 -3.25466 0.62140
C -0.86184 -3.87975 1.78750
C -1.74584 -4.23473 -0.41945
C -1.98777 -3.63339 -1.79920
N -0.82565 -2.96615 -2.37344
C 0.22750 -3.89794 -2.72638
C -1.21048 -2.16836 -3.52757
H -3.43817 -3.18041 1.42358
H -3.08319 -1.98349 0.15822
H -2.39052 -1.78694 1.77669
H -1.53445 -4.61449 2.26053
H -0.61717 -3.11392 2.52511
H 0.06218 -4.38100 1.50177
H -2.62719 -4.84699 -0.15810
H -0.89948 -4.92214 -0.46343
H -2.79707 -2.90080 -1.75075
H -2.34133 -4.44398 -2.46163
H -0.11442 -4.65756 -3.45033
H 0.60950 -4.41330 -1.84589
H 1.05565 -3.35107 -3.17947
H -1.61677 -2.78324 -4.34772
H -0.33803 -1.63098 -3.90515
H -1.96523 -1.43419 -3.23819
N -0.67069 1.58148 -3.25181
C -1.61801 2.17887 -2.28164
C -1.89785 3.65111 -2.61126
C -2.98588 4.40218 -1.83484
C -2.87057 4.52338 -0.31883
N -2.67262 3.28613 0.42324
C -3.60113 2.37255 0.60834
N -4.77908 2.44020 -0.06518
N -3.42956 1.41493 1.52860
C -2.91570 1.31477 -2.25907
O -3.83686 1.69153 -3.00625
O -2.93563 0.33478 -1.46671
H 0.02699 2.28746 -3.47755
H -1.17494 1.41802 -4.11999
H -1.14477 2.12374 -1.29755
H -2.19301 3.69941 -3.66244
H -0.94213 4.18151 -2.50667
H -3.94845 3.96459 -2.09294
H -3.00896 5.42711 -2.21646
H -3.77251 5.00698 0.06403
H -2.02071 5.15573 -0.05964
H -1.73739 3.12620 0.84593
H -4.68830 2.56706 -1.07004
H -5.40845 1.68327 0.15293
H -2.47792 1.32029 1.91718
H -3.85139 0.53225 1.28131
N 1.78908 -0.07588 -2.17058
N 2.82183 -0.81900 -2.72689
C 3.25253 -1.92876 -2.06314
N 4.22619 -2.62066 -2.68168
N 2.72025 -2.14667 -0.87484
N 2.99262 -3.33480 -0.25004
O 2.52875 -3.43426 0.86697
O 3.63477 -4.23724 -0.79055
H 1.17085 0.32477 -2.86805
H 2.11243 0.59909 -1.48603
H 3.52499 -0.34311 -3.27576
H 4.33564 -2.49298 -3.67306
H 4.44444 -3.52216 -2.28281
*
```

Gap between HOMO and LUMO, eV: 8.44
Calculated total energy, eV: -60124.5676
Largest force on an atom, eV/A: 0.5
HOMO energy, eV: -8.6

[2]
Formula: C38H31N5O4PtSSi
Source: OMol25
Level of theory: ωB97M-V/def2-TZVPD

Geometry as ORCA input:
```
! RIJCOSX wB97M-V def2-TZVPD def2/J DEFGRID3
* xyz 0 1
Pt -0.44920 0.49178 0.57339
C 9.31988 -0.47876 10.32304
O 9.50917 -0.20168 8.94486
C 8.41796 -0.19110 8.14710
C 8.65474 0.08525 6.79922
C 7.60572 0.11752 5.90773
C 6.29654 -0.12344 6.33176
C 6.07379 -0.39727 7.67556
C 7.11930 -0.43311 8.58427
C 5.15589 -0.09930 5.41592
N 3.90641 -0.30868 5.76123
C 3.18843 -0.19122 4.60237
C 4.00981 0.09170 3.53892
N 5.27510 0.14695 4.07132
C 3.53314 0.26858 2.20768
C 4.35570 0.52361 1.10215
C 3.78979 0.65144 -0.13816
C 2.40257 0.59812 -0.25399
N 1.59826 0.40991 0.78683
C 2.14231 0.17240 2.01160
C 1.26906 -0.21342 3.10677
N -0.02678 -0.46154 2.82983
C -0.83241 -0.81317 3.80977
C -0.41345 -0.94534 5.13814
C 0.90739 -0.73308 5.43480
C 1.78502 -0.37267 4.40353
H 10.30660 -0.43782 10.77406
H 8.89451 -1.47409 10.47028
H 8.67546 0.26919 10.79065
H 9.67114 0.27006 6.48007
H 7.83057 0.33591 4.87038
H 5.06268 -0.58556 8.00899
H 6.91172 -0.64984 9.62139
H 6.13342 0.33011 3.58422
H 5.42836 0.59970 1.22747
H 4.38134 0.82720 -1.02457
H 1.92436 0.74617 -1.20906
H -1.86187 -1.01916 3.53932
H -1.12630 -1.23300 5.89766
H 1.29917 -0.85041 6.43621
C 2.13452 3.25704 -4.10278
C 2.34797 4.07370 -3.00230
C 1.60742 3.88221 -1.84228
C 0.64864 2.87270 -1.75809
C 0.44762 2.06095 -2.87987
C 1.17916 2.24930 -4.04201
Si -0.36852 2.64075 -0.19352
C -2.06756 3.39467 -0.47503
C -2.57395 4.37169 0.38381
C -3.83070 4.92544 0.17799
C -4.60688 4.50750 -0.89285
C -4.12194 3.53932 -1.76232
C -2.86413 2.99263 -1.55440
H 2.70861 3.40479 -5.00850
H 3.08894 4.86192 -3.04823
H 1.78428 4.52776 -0.98858
H -0.27725 1.25357 -2.83762
H 1.00844 1.61012 -4.89866
H 0.28610 3.45108 0.87416
H -1.97816 4.70715 1.22564
H -4.20409 5.68410 0.85396
H -5.58787 4.93569 -1.05288
H -4.72085 3.21301 -2.60297
H -2.49841 2.24196 -2.24853
N -2.50707 0.41191 0.38352
C -2.89881 -0.71458 -0.46896
C -3.94567 -0.57274 -1.36241
C -4.27613 -1.63830 -2.18930
C -3.57593 -2.83105 -2.11019
C -2.53462 -2.96202 -1.20050
C -2.19280 -1.90539 -0.37322
S -4.02970 -4.23613 -3.14680
O -4.89907 -5.00473 -2.27412
O -4.68932 -3.62139 -4.28400
O -2.75107 -4.86188 -3.43442
H -2.88177 1.27020 -0.01788
H -2.95462 0.32113 1.29338
H -4.48538 0.36650 -1.42555
H -5.07229 -1.55684 -2.91783
H -1.99179 -3.89747 -1.16641
H -1.38173 -2.01811 0.34238
*
```

Gap between HOMO and LUMO, eV: 5.68
Calculated total energy, eV: -77511.0881
Largest force on an atom, eV/A: 0.7
ΔE to the lowest compared entry with this formula, charge and spin, eV: 0.700
HOMO energy, eV: -7.2

[3]
Formula: C6H13N2O2
Source: OMol25
Level of theory: ωB97M-V/def2-TZVPD

Geometry as ORCA input:
```
! RIJCOSX wB97M-V def2-TZVPD def2/J DEFGRID3
* xyz 1 1
C 1.39811 -0.98334 1.43021
C 1.88938 -2.16553 0.61703
C 1.51949 -1.80549 -0.86671
C 0.72163 -0.47155 -0.73784
C -0.66738 -0.51827 -1.40306
C -1.86053 2.52868 1.64319
N 0.75188 -0.12931 0.72034
N -2.50238 2.71959 0.47797
O -1.22613 0.79076 -1.41678
O -0.86066 1.82114 1.73785
H 1.55473 -0.85199 2.57757
H 2.95324 -2.52793 0.58892
H 1.38414 -3.02420 0.98537
H 2.50841 -1.77764 -1.47111
H 0.82434 -2.42542 -1.38599
H 1.37156 0.19203 -1.39588
H -1.17354 -1.23729 -0.86553
H -0.35050 -0.84509 -2.51977
H -2.25663 3.00381 2.46555
H -2.17408 2.26278 -0.37759
H -3.00102 3.56680 0.46904
H -0.87387 1.15339 -2.27266
H 0.06978 0.72406 0.99988
*
```

Gap between HOMO and LUMO, eV: 10.18
Calculated total energy, eV: -13500.7412
Largest force on an atom, eV/A: 4.7
ΔE to the lowest compared entry with this formula, charge and spin, eV: 1.706
HOMO energy, eV: -13.9

[4]
Formula: H13O6
Source: OMol25
Level of theory: ωB97M-V/def2-TZVPD

Geometry as ORCA input:
```
! RIJCOSX wB97M-V def2-TZVPD def2/J DEFGRID3
* xyz 1 1
O 0.15247 1.16468 1.33509
H 0.00387 1.58883 2.19455
H -0.37017 0.35455 1.38655
O 1.66617 1.69455 -0.62244
H 2.60906 1.93907 -0.61772
H 1.45025 1.73250 0.33275
O -1.22405 1.04553 -1.24069
H -0.26582 1.16393 -1.12570
H -1.49849 1.82144 -1.74037
O 0.00752 -1.45874 1.61247
H 0.56996 -2.04832 2.13973
H 0.51303 -1.32529 0.75406
O 1.22508 -1.02484 -0.83095
H 1.48205 -0.08031 -0.97495
H 0.74712 -1.17042 -1.66030
O -1.83867 -1.43935 -0.39338
H -1.23422 -1.04405 0.87273
H -1.96264 -2.11966 0.29156
H -1.44634 -0.52035 -0.52535
*
```

Gap between HOMO and LUMO, eV: 10.70
Calculated total energy, eV: -12486.2442
Largest force on an atom, eV/A: 2.8
ΔE to the lowest compared entry with this formula, charge and spin, eV: 4.281
HOMO energy, eV: -15.6

[5]
Formula: C19H20ClN9O
Source: OMol25
Level of theory: ωB97M-V/def2-TZVPD

Geometry as ORCA input:
```
! RIJCOSX wB97M-V def2-TZVPD def2/J DEFGRID3
* xyz 0 1
C -0.22518 -1.50479 2.28772
C -0.29593 -1.30456 0.77700
N 0.78467 -0.40286 0.36664
C 1.79456 -0.72544 -0.49790
N 2.06701 -1.95306 -0.80388
C 3.21708 -2.20750 -1.51210
N 4.06583 -1.29338 -1.90569
N 3.73752 -0.03984 -1.65638
C 4.41287 1.10835 -1.98901
C 3.66792 2.14783 -1.51181
N 2.58008 1.69433 -0.79918
C 2.66236 0.35786 -0.92106
C -1.68539 -0.79691 0.42441
N -2.53051 -1.73556 0.03222
C -3.85600 -1.48549 -0.27687
C -4.62375 -2.57488 -0.69334
C -5.95555 -2.31037 -1.09810
C -6.49720 -1.02145 -1.08077
C -5.70096 0.06756 -0.70125
Cl -6.47712 1.64993 -0.75352
C -4.35153 -0.18459 -0.30183
C -3.35787 0.89235 0.02685
O -3.66990 2.07222 -0.20312
N -2.06477 0.57396 0.53846
N -1.18383 1.57448 1.08292
C -1.72092 2.12173 2.37600
C -0.65607 2.94950 3.04440
N -0.33087 4.01405 2.10218
C 0.30511 3.48559 0.85618
C -0.67958 2.59960 0.13554
H -1.08884 -2.07664 2.57358
H 0.67368 -2.05515 2.59063
H -0.18093 -0.54959 2.79972
H -0.19934 -2.26766 0.22865
H 0.65683 0.59348 0.55216
H 3.47736 -3.26926 -1.66365
H 5.36212 1.12055 -2.55288
H 3.92676 3.19161 -1.61664
H -4.16722 -3.54350 -0.72613
H -6.57073 -3.11500 -1.48578
H -7.49280 -0.81627 -1.36585
H -1.96772 1.25048 3.02136
H -2.66138 2.67327 2.20482
H -1.01328 3.38645 4.00679
H 0.23910 2.32486 3.25936
H -1.17090 4.58716 1.90553
H 1.23033 2.90323 1.08999
H 0.60441 4.31593 0.21910
H -0.21597 2.16274 -0.72217
H -1.50238 3.24030 -0.18862
*
```

Gap between HOMO and LUMO, eV: 8.96
Calculated total energy, eV: -48007.3515
Largest force on an atom, eV/A: 3.1
ΔE to the lowest compared entry with this formula, charge and spin, eV: 0.000
SMILES: C[C@H](Nc1ncnn2ccnc12)c1nc2cccc(Cl)c2c(=O)n1N1CCNCC1
HOMO energy, eV: -8.7

[6]
Formula: C5H10O
Source: OMol25
Level of theory: ωB97M-V/def2-TZVPD

Geometry as ORCA input:
```
! RIJCOSX wB97M-V def2-TZVPD def2/J DEFGRID3
* xyz 0 1
C -1.86846 0.90227 0.03535
C -1.27008 -0.44818 0.39997
C 0.18193 -0.45692 0.83362
C 0.97128 0.34252 -0.88618
C 2.34938 -0.04879 -0.58057
O 1.45734 -1.09694 -0.22497
H -1.31218 1.36411 -0.78317
H -1.83651 1.58504 0.89239
H -2.91561 0.78534 -0.26295
H -1.38208 -1.16148 -0.42650
H -1.83149 -0.89027 1.23831
H 0.35282 -1.35327 1.44220
H 0.51249 0.42604 1.37801
H 0.71122 0.05512 -1.91665
H 2.98370 -0.40293 -1.39256
H 2.89624 0.39835 0.25369
*
```

Gap between HOMO and LUMO, eV: 9.01
Calculated total energy, eV: -7388.6187
Largest force on an atom, eV/A: 0.4
ΔE to the lowest compared entry with this formula, charge and spin, eV: 6.147
HOMO energy, eV: -7.8

[7]
Formula: C34H39F5N8O6S2Ta
Source: OMol25
Level of theory: ωB97M-V/def2-TZVPD

Geometry as ORCA input:
```
! RIJCOSX wB97M-V def2-TZVPD def2/J DEFGRID3
* xyz 3 1
Ta -0.74973 -0.25493 -0.19789
C 1.88215 -0.64072 1.63131
N 1.57463 -0.19259 0.25205
C 2.26213 -1.03340 -0.74713
C 1.48612 -2.29600 -0.75399
N 0.22494 -2.32648 -0.32436
C -0.16475 -3.70350 -0.43695
C -1.31794 -4.43100 -0.12109
C -1.31732 -5.79063 -0.35368
C -0.20915 -6.46610 -0.88206
C 0.94384 -5.78053 -1.18369
C 0.92647 -4.41222 -0.94756
N 1.94412 -3.48285 -1.12179
C 0.72191 -0.31823 2.50370
N -0.48606 -0.04457 2.01164
C -1.27897 0.30882 3.13075
C -2.59169 0.76341 3.23922
C -3.06856 1.03411 4.50585
C -2.27446 0.86239 5.65056
C -0.96733 0.43258 5.55718
C -0.49744 0.17508 4.27635
N 0.76372 -0.21763 3.82627
H 2.78785 -0.15148 1.99729
H 2.05367 -1.71944 1.63744
H 1.96155 0.74858 0.12039
H 3.30810 -1.20077 -0.47914
H 2.23584 -0.51969 -1.71139
H -2.19888 -3.98676 0.29871
H -2.20745 -6.35523 -0.11211
H -0.25996 -7.53360 -1.04414
H 1.81995 -6.27648 -1.57930
H 2.88067 -3.68377 -1.44083
H -3.22584 0.88433 2.37668
H -4.08475 1.38729 4.62287
H -2.69382 1.08096 6.62285
H -0.34373 0.31138 6.43238
H 1.57735 -0.37098 4.40561
C -2.88037 2.52817 0.27605
O -2.51427 1.13494 0.02397
H -3.85281 2.53616 0.76146
H -2.92368 3.06656 -0.66783
H -2.14009 2.96030 0.93886
H -3.29930 0.62033 -0.23619
F -5.21931 -2.31955 5.00811
C -4.64988 -2.16092 3.83413
C -5.34006 -1.53690 2.80299
F -6.57099 -1.10415 2.99476
C -4.71242 -1.34697 1.58512
F -5.36945 -0.70195 0.61779
C -3.40766 -1.77282 1.35350
S -2.74877 -1.61347 -0.28817
C -2.73991 -2.38543 2.40836
F -1.45611 -2.75400 2.27771
C -3.34209 -2.57796 3.63675
F -2.65659 -3.12078 4.63113
C 5.67897 0.73482 -2.40806
C 5.26741 2.20074 -2.41820
S 3.56645 2.37328 -1.95901
O 2.70507 1.77067 -2.95685
O 3.37980 1.87171 -0.59779
C 3.30026 4.14228 -1.91978
C 1.81827 4.52303 -1.91330
N 1.03310 3.72740 -0.94773
C 0.23624 2.69910 -1.31023
N -0.06446 1.95143 -0.24053
C 0.50366 2.57122 0.85564
C 1.17430 3.65296 0.41911
N 1.92532 4.57890 1.23611
O 2.42745 5.52934 0.67628
O 1.97571 4.31166 2.41219
C -0.31491 2.52275 -2.67853
H 6.71865 0.66307 -2.72102
H 5.07785 0.15409 -3.10695
H 5.60154 0.31414 -1.40624
H 5.35245 2.64608 -3.41086
H 5.83840 2.79790 -1.70460
H 3.76455 4.56752 -2.81100
H 3.82718 4.51117 -1.04089
H 1.38875 4.33029 -2.89082
H 1.71826 5.57970 -1.68268
H 0.37543 2.24473 1.87062
H -0.53437 3.49459 -3.11777
H -1.24580 1.96639 -2.61621
H 0.38323 1.99648 -3.32776
C 0.48656 -1.02238 -4.03073
C -0.84083 -1.03591 -3.30761
C -1.97878 -0.39071 -4.06050
O -0.67776 -0.34612 -2.00828
H 0.35158 -1.44786 -5.02474
H 1.22758 -1.63196 -3.51242
H 0.87077 -0.00736 -4.14436
H -1.11125 -2.05458 -3.01775
H -1.71868 0.60704 -4.41239
H -2.88122 -0.34578 -3.45005
H -2.20026 -1.00274 -4.93482
*
```

Gap between HOMO and LUMO, eV: 7.16
Calculated total energy, eV: -96884.2532
Largest force on an atom, eV/A: 0.5
ΔE to the lowest compared entry with this formula, charge and spin, eV: 0.000
HOMO energy, eV: -16.2

[8]
Formula: C24H23N8OPbS5Sb
Source: OMol25
Level of theory: ωB97M-V/def2-TZVPD

Geometry as ORCA input:
```
! RIJCOSX wB97M-V def2-TZVPD def2/J DEFGRID3
* xyz 0 1
Pb -0.92147 0.17343 -0.19745
S -0.27799 1.18904 -4.66218
Sb -1.69226 2.16988 -3.20434
S -0.07546 2.49343 -1.06783
S -2.79021 0.39863 -1.97114
S -0.89841 3.94463 -0.03936
N 0.11056 3.04494 3.71124
C -0.81649 2.62330 2.84939
N -0.38095 1.55405 2.21726
C 0.86224 1.37995 2.73355
N 1.20219 2.25933 3.65197
C 1.77050 0.30374 2.31090
C 3.04808 0.17841 2.86052
N 3.87677 -0.78368 2.48762
C 3.42930 -1.62546 1.55925
C 2.16477 -1.50312 1.00528
N 1.33298 -0.53786 1.37998
H 0.09551 3.85476 4.30689
H -1.76952 3.09907 2.70818
H 3.38513 0.87858 3.61329
H 4.09483 -2.41588 1.23671
H 1.82582 -2.17366 0.22655
N -0.09076 -6.46699 -4.29334
C -0.17687 -5.51258 -3.66302
C -0.27422 -4.31643 -2.86929
C -0.38650 -4.41048 -1.48523
C -0.47455 -3.23162 -0.76845
N -0.44599 -2.03039 -1.34238
C -0.34901 -1.94281 -2.66875
C -0.25637 -3.06868 -3.47243
H -0.40894 -5.36673 -0.98494
H -0.56234 -3.25095 0.31066
H -0.34847 -0.95504 -3.11020
H -0.18185 -2.95559 -4.54360
O 1.47320 -0.01454 -1.62559
S 2.97087 0.07271 -1.76829
C 3.27892 0.31755 -3.54550
C 3.99595 1.64981 -3.71766
C 3.39657 2.57652 -2.66260
C 3.43500 1.78200 -1.36439
H 2.26452 0.35442 -3.95085
H 3.80272 -0.54694 -3.94933
H 3.86117 2.02532 -4.73208
H 5.07058 1.53688 -3.55035
H 2.36153 2.81128 -2.91414
H 3.94476 3.51398 -2.56800
H 2.72423 2.11149 -0.60695
H 4.43479 1.74580 -0.92695
C -2.09753 -1.11932 1.26539
C -3.16909 -0.38324 1.98016
C -4.33136 0.01964 1.32203
C -5.30133 0.74821 1.98593
C -5.12955 1.06545 3.33109
C -3.98963 0.63965 4.01264
C -3.01885 -0.07022 3.33370
C -6.12698 1.82805 4.02754
N -6.92459 2.43955 4.58418
H -2.50431 -1.87615 0.59915
H -1.37659 -1.55448 1.95299
H -4.47142 -0.21205 0.27448
H -6.18630 1.07904 1.46080
H -3.87300 0.86257 5.06463
H -2.13434 -0.40021 3.86267
*
```

Gap between HOMO and LUMO, eV: 5.49
Calculated total energy, eV: -105190.5011
Largest force on an atom, eV/A: 0.4
ΔE to the lowest compared entry with this formula, charge and spin, eV: 1.191
HOMO energy, eV: -7.4

Which formula does entry 4 have?
H13O6

Which value of largest force on an atom does entry 8 give?
0.4 eV/A

calculated total energy of number 1 (C27H46N11O7Rb)?
-60124.5676 eV

Which value of largest force on an atom does entry 2 give?
0.7 eV/A